# 1
Density functional theory data (ωB97M-V/def2-TZVPD) for a 17-piece molecular cluster, C5H43O20S overall in a non-equilibrium geometry.

Molar mass   455.446 g mol⁻¹

Geometry as ORCA input:
```
! RIJCOSX wB97M-V def2-TZVPD def2/J DEFGRID3
* xyz -1 1
C -3.433 0.117 1.209
O -2.853 -0.161 -0.061
C -1.572 0.511 -0.128
C -0.441 -0.492 -0.405
C -0.187 -1.501 0.723
C 0.208 -0.909 2.095
S 1.379 0.458 2.020
O 2.299 0.339 0.889
O 0.707 1.750 2.096
O 2.191 0.329 3.278
H -4.306 -0.517 1.399
H -2.696 -0.089 1.999
H -3.688 1.187 1.293
H -1.599 1.182 -1.003
H -1.372 1.160 0.734
H 0.465 0.015 -0.742
H -0.784 -1.070 -1.279
H 0.576 -2.234 0.434
H -1.119 -2.075 0.863
H -0.636 -0.612 2.725
H 0.734 -1.697 2.652
O -2.895 -0.266 -3.013
H -2.085 0.165 -3.314
H -2.963 -0.015 -2.078
O 2.060 -1.216 -1.854
H 2.327 -1.840 -2.539
H 2.889 -0.843 -1.532
O -0.269 -1.087 -3.916
H -0.397 -1.684 -4.665
H 0.653 -0.811 -3.974
O 3.324 3.473 0.398
H 3.114 2.530 0.317
H 3.134 3.664 1.324
O 3.547 -1.488 4.884
H 3.549 -1.080 5.756
H 3.292 -0.759 4.288
O -4.310 1.902 -4.611
H -3.922 1.289 -3.965
H -5.134 1.467 -4.858
O -1.033 0.271 5.030
H -0.233 0.694 4.685
H -1.059 0.534 5.955
O -4.568 2.474 -1.748
H -4.686 3.365 -1.409
H -4.462 2.592 -2.703
O 4.890 5.619 1.956
H 4.704 5.010 1.228
H 5.813 5.856 1.836
O 2.086 -4.005 -2.064
H 2.580 -4.183 -1.254
H 1.198 -3.793 -1.756
O -1.699 3.399 -2.250
H -1.799 4.294 -1.912
H -1.629 3.511 -3.205
O -1.855 -2.855 -5.634
H -2.793 -2.844 -5.418
H -1.562 -3.735 -5.376
O 4.524 -3.184 -0.199
H 5.304 -2.716 -0.512
H 4.428 -2.896 0.716
O 5.311 0.157 2.222
H 5.804 -0.081 3.013
H 4.432 0.402 2.556
O 1.094 -2.366 6.382
H 1.925 -2.452 5.894
H 0.588 -1.734 5.857
O -5.979 -0.060 -3.376
H -5.719 0.456 -2.600
H -5.393 -0.824 -3.352
*
```

=====

# 2
Density functional theory data (ωB97M-V/def2-TZVPD) for one molecule with the formula CH3F2NS in a non-equilibrium geometry.

Molar mass   99.105 g mol⁻¹

Geometry as ORCA input:
```
! RIJCOSX wB97M-V def2-TZVPD def2/J DEFGRID3
* xyz 0 1
C -0.632 -0.622 0.655
N -0.461 0.773 0.311
F 0.706 0.190 -1.998
F 2.018 1.022 -0.365
S 0.375 1.314 -0.764
H -0.382 -0.638 1.744
H 0.064 -1.159 0.022
H -1.687 -0.880 0.395
*
```

=====

# 3
Density functional theory data (ωB97M-V/def2-TZVPD) for C5H11O4Rh as an isolated structure in a non-equilibrium geometry.

Molar mass   238.045 g mol⁻¹

Geometry as ORCA input:
```
! RIJCOSX wB97M-V def2-TZVPD def2/J DEFGRID3
* xyz 0 5
O -2.248 -0.342 0.146
C -1.970 -0.032 1.307
C -0.598 -0.099 1.833
O 0.334 -0.264 0.788
C 0.867 0.959 0.284
C 1.338 0.727 -1.127
O 0.233 0.251 -1.878
C 0.462 0.225 -3.276
Rh -0.634 -1.544 -0.880
H -2.763 0.287 2.009
H -0.493 -1.045 2.629
H 1.704 1.293 0.914
H 0.088 1.736 0.293
H 2.156 -0.012 -1.159
H 1.705 1.676 -1.547
H -0.421 -0.223 -3.746
H 0.602 1.249 -3.653
H 1.350 -0.382 -3.516
H -0.367 0.758 2.500
O -0.269 -2.354 3.984
H -1.075 -2.865 4.095
*
```

=====

# 4
Density functional theory data (ωB97M-V/def2-TZVPD) for C2H2N2O as an isolated structure in a non-equilibrium geometry.

Molar mass   70.051 g mol⁻¹

Geometry as ORCA input:
```
! RIJCOSX wB97M-V def2-TZVPD def2/J DEFGRID3
* xyz 0 1
C 1.339 -0.583 1.069
C -0.960 0.479 -0.801
N 1.148 0.592 0.888
N -0.679 0.452 0.393
O 1.650 -1.708 1.129
H -0.361 0.330 -1.712
H -2.137 0.438 -0.966
*
```

=====

# 5
Density functional theory data (ωB97M-V/def2-TZVPD) for a 2-piece molecular cluster, C2H8OP2S overall in a non-equilibrium geometry.

SMILES string   O[PH]#[PH]S.C=C
Molar mass   142.100 g mol⁻¹

Geometry as ORCA input:
```
! RIJCOSX wB97M-V def2-TZVPD def2/J DEFGRID3
* xyz 0 1
O -0.980 -1.574 -1.168
P -2.055 -1.292 0.069
P -1.817 0.906 0.013
S -3.614 1.669 -0.738
H -0.316 -0.897 -1.460
H -1.270 -1.293 1.323
H -2.324 0.950 1.393
H -3.251 1.096 -1.814
C 2.194 0.130 1.159
C 2.542 -1.068 0.801
H 2.443 1.063 0.587
H 1.700 0.292 2.110
H 2.427 -1.878 1.478
H 3.199 -1.281 -0.201
*
```

=====

# 6
Density functional theory data (ωB97M-V/def2-TZVPD) for a 2-piece molecular cluster, C3H11N2S overall in a non-equilibrium geometry.

Molar mass   107.202 g mol⁻¹

Geometry as ORCA input:
```
! RIJCOSX wB97M-V def2-TZVPD def2/J DEFGRID3
* xyz 1 1
C -1.145 -1.833 -0.642
C 0.345 2.267 0.181
C 2.231 0.701 0.108
N -0.694 -0.991 0.537
N 0.965 0.923 -0.027
S 3.004 -0.762 -0.212
H -0.613 -1.386 -1.572
H -0.876 -2.977 -0.533
H -2.304 -1.780 -0.753
H -0.568 2.349 -0.310
H 0.209 2.399 1.343
H 0.838 3.074 -0.202
H 3.027 1.495 0.275
H -1.454 -0.203 0.622
H -0.847 -1.562 1.446
H 0.237 0.243 0.204
H 1.820 -1.343 -0.250
*
```

=====

# 7
Density functional theory data (ωB97M-V/def2-TZVPD) for a 18-piece molecular cluster, C13H49BNO24PS overall in a non-equilibrium geometry.

Molar mass   677.371 g mol⁻¹

Geometry as ORCA input:
```
! RIJCOSX wB97M-V def2-TZVPD def2/J DEFGRID3
* xyz 0 1
C -4.116 -4.810 -1.290
C -2.683 -5.507 -0.827
N -2.592 -5.718 0.693
C -1.634 -4.709 1.294
C -2.118 -3.125 1.374
C -1.063 -2.026 1.980
C 0.472 -2.386 2.531
C 0.935 -3.963 2.493
C -0.138 -5.061 1.877
B 0.413 -6.644 1.830
O 1.055 -7.086 0.546
O 0.320 -7.586 2.973
C 1.445 -1.139 3.073
O 2.317 -1.248 4.079
C 1.245 0.294 2.234
S 2.744 1.370 1.900
C -0.159 0.619 1.758
C -0.482 1.998 0.871
P 0.035 1.533 -0.948
O 1.053 2.654 -1.463
O -1.368 1.366 -2.012
O 0.835 -0.047 -0.984
C -1.451 -0.401 2.052
O -2.691 0.031 2.331
H -4.967 -5.626 -1.453
H -3.928 -4.349 -2.374
H -4.461 -3.945 -0.546
H -2.655 -6.600 -1.306
H -1.760 -4.938 -1.271
H -3.570 -5.609 1.042
H -3.184 -2.861 0.965
H 2.024 -4.266 2.875
H 1.062 -6.246 -0.027
H 0.640 -8.470 2.580
H 2.410 2.731 1.786
H -1.649 2.247 0.870
H 0.099 2.942 1.275
H -1.002 0.825 -2.798
H 1.396 -0.132 -1.821
O 3.244 4.902 -2.274
H 3.173 3.984 -1.972
H 2.353 5.115 -2.589
O -3.040 -5.662 4.181
H -2.099 -5.873 4.271
H -3.162 -4.885 4.747
O 4.637 3.767 3.201
H 5.292 4.410 2.889
H 5.139 3.195 3.801
O -0.796 4.674 -0.432
H -0.012 5.225 -0.288
H -0.485 3.979 -1.032
O 1.726 7.345 -2.839
H 2.667 7.135 -2.749
H 1.604 8.122 -2.273
O -3.202 -3.359 -4.321
H -2.695 -2.650 -4.744
H -3.882 -3.583 -4.973
O 7.224 2.839 3.122
H 7.409 3.066 2.198
H 7.354 1.880 3.158
O 0.876 8.371 -5.933
H 0.565 7.956 -5.114
H 1.234 7.632 -6.448
O 2.071 1.577 5.234
H 2.115 0.626 5.052
H 1.125 1.781 5.190
O 6.515 5.715 -2.044
H 6.949 5.054 -1.484
H 5.602 5.400 -2.114
O -1.211 10.361 -5.146
H -0.648 9.582 -5.269
H -0.635 11.105 -5.377
O 1.095 5.329 -7.276
H 1.024 4.411 -6.975
H 0.204 5.541 -7.591
O -4.877 -6.684 -3.712
H -4.370 -5.975 -4.136
H -5.557 -6.907 -4.365
O 2.962 -6.588 -1.272
H 2.841 -7.284 -0.609
H 3.822 -6.790 -1.671
O -5.749 1.218 2.076
H -4.807 1.007 2.166
H -5.870 1.995 2.642
O 1.701 4.982 1.898
H 2.452 5.060 2.505
H 1.118 5.714 2.151
O -5.427 -5.621 6.232
H -5.450 -6.454 6.728
H -4.948 -5.846 5.420
*
```

=====

# 8
Density functional theory data (ωB97M-V/def2-TZVPD) for one molecule with the formula C21H24N2O3S in a non-equilibrium geometry.

SMILES string   CSCC[C@H](NC(=O)c1ccco1)C(=O)N1CC=C(c2ccccc2)CC1
Molar mass   384.501 g mol⁻¹

Geometry as ORCA input:
```
! RIJCOSX wB97M-V def2-TZVPD def2/J DEFGRID3
* xyz 0 1
C -5.140 -0.655 0.946
S -3.827 0.134 1.922
C -3.810 1.808 1.191
C -3.530 1.889 -0.304
C -2.120 1.467 -0.748
N -1.825 0.102 -0.374
C -1.815 -0.908 -1.273
O -1.870 -0.735 -2.480
C -1.682 -2.241 -0.669
C -1.667 -3.477 -1.263
C -1.534 -4.413 -0.217
C -1.477 -3.684 0.934
O -1.565 -2.375 0.675
C -1.045 2.414 -0.190
O -1.321 3.293 0.609
N 0.211 2.232 -0.637
C 1.282 3.007 -0.043
C 2.472 2.163 0.286
C 2.609 0.885 -0.067
C 3.797 0.094 0.283
C 3.688 -1.268 0.561
C 4.804 -2.014 0.891
C 6.053 -1.418 0.938
C 6.177 -0.068 0.654
C 5.061 0.680 0.330
C 1.522 0.205 -0.859
C 0.690 1.259 -1.590
H -6.013 -0.009 0.933
H -4.791 -0.856 -0.064
H -5.376 -1.590 1.444
H -3.046 2.350 1.745
H -4.784 2.250 1.405
H -3.666 2.933 -0.597
H -4.256 1.288 -0.856
H -2.095 1.504 -1.845
H -1.910 -0.123 0.611
H -1.743 -3.669 -2.313
H -1.488 -5.479 -0.306
H -1.379 -3.973 1.962
H 1.585 3.811 -0.731
H 0.886 3.482 0.860
H 3.236 2.667 0.860
H 2.719 -1.745 0.537
H 4.699 -3.066 1.110
H 6.925 -2.003 1.190
H 7.149 0.402 0.680
H 5.171 1.727 0.090
H 0.873 -0.366 -0.188
H 1.956 -0.490 -1.580
H 1.331 1.785 -2.307
H -0.124 0.795 -2.143
*
```

=====

# 9
Density functional theory data (ωB97M-V/def2-TZVPD) for a 6-piece molecular cluster, C65H145FO3P4 overall in a non-equilibrium geometry.

Molar mass   1117.766 g mol⁻¹

Geometry as ORCA input:
```
! RIJCOSX wB97M-V def2-TZVPD def2/J DEFGRID3
* xyz 2 1
F 7.788 -6.928 17.165
C 2.109 4.621 23.853
C 3.087 3.489 23.415
C 3.568 3.334 21.992
C 4.563 2.095 21.861
P 3.922 0.583 21.024
C 4.210 0.675 19.151
C 3.684 1.940 18.536
C 3.892 1.960 17.030
C 2.814 1.223 16.183
C 4.616 -1.039 21.635
C 5.066 -2.133 20.640
C 5.891 -3.303 21.223
C 5.024 -4.365 21.916
C 2.106 0.591 21.317
C 1.516 -0.833 20.936
C 0.922 -1.470 22.184
C 0.467 -2.937 22.059
H 1.783 4.545 24.891
H 1.169 4.279 23.420
H 2.360 5.624 23.508
H 2.896 2.485 23.795
H 4.007 3.665 23.972
H 4.121 4.218 21.671
H 2.757 3.169 21.283
H 4.972 1.710 22.795
H 5.413 2.375 21.238
H 3.741 -0.187 18.675
H 5.283 0.608 18.971
H 4.255 2.756 18.979
H 2.631 2.064 18.788
H 4.941 1.689 16.915
H 3.774 2.998 16.720
H 2.349 0.394 16.716
H 3.156 0.707 15.286
H 1.968 1.845 15.889
H 3.936 -1.521 22.337
H 5.481 -0.860 22.275
H 5.674 -1.593 19.915
H 4.145 -2.390 20.117
H 6.625 -2.895 21.917
H 6.499 -3.791 20.463
H 5.621 -5.213 22.251
H 4.275 -4.747 21.222
H 4.436 -4.010 22.762
H 1.624 1.440 20.831
H 2.127 0.931 22.352
H 2.283 -1.509 20.558
H 0.636 -0.588 20.342
H 0.099 -0.844 22.530
H 1.506 -1.420 23.103
H 1.232 -3.694 21.888
H -0.327 -3.001 21.315
H -0.100 -3.213 22.948
C 8.889 -12.782 14.021
C 8.487 -11.489 14.699
C 9.291 -11.247 15.898
C 8.481 -10.263 16.876
P 9.448 -9.623 18.396
C 8.305 -8.977 19.716
C 7.453 -9.938 20.476
C 6.178 -9.331 21.182
C 6.218 -8.062 21.979
C 10.688 -8.327 18.061
C 11.632 -8.720 16.955
C 13.077 -8.053 17.377
C 14.267 -8.515 16.527
C 10.320 -11.106 19.132
C 10.776 -10.940 20.595
C 12.146 -11.686 20.799
C 13.325 -10.934 20.025
H 8.568 -13.648 14.599
H 9.964 -12.949 14.078
H 8.549 -12.843 12.987
H 7.428 -11.639 14.911
H 8.597 -10.630 14.037
H 10.290 -10.836 15.752
H 9.597 -12.185 16.360
H 7.638 -10.839 17.257
H 8.126 -9.397 16.317
H 7.715 -8.311 19.087
H 8.867 -8.331 20.391
H 8.014 -10.435 21.268
H 7.106 -10.769 19.862
H 5.749 -10.157 21.749
H 5.503 -9.028 20.382
H 6.569 -7.210 21.397
H 6.899 -8.189 22.821
H 5.202 -7.812 22.286
H 11.291 -8.173 18.956
H 10.201 -7.396 17.771
H 11.173 -8.396 16.020
H 11.848 -9.784 16.853
H 13.325 -8.457 18.358
H 13.003 -6.988 17.597
H 14.298 -8.148 15.501
H 14.155 -9.599 16.499
H 15.205 -8.243 17.011
H 11.027 -11.527 18.417
H 9.645 -11.961 19.097
H 9.979 -11.295 21.248
H 10.862 -9.876 20.815
H 12.013 -12.687 20.389
H 12.278 -11.631 21.879
H 13.510 -11.306 19.017
H 14.291 -11.272 20.401
H 13.320 -9.847 20.111
C 4.909 -11.113 12.047
C 5.100 -10.462 13.401
C 4.488 -9.090 13.648
C 4.896 -8.490 14.993
P 4.549 -6.642 15.240
C 3.012 -6.476 14.275
C 1.765 -7.156 14.939
C 0.425 -6.431 14.498
C 0.008 -6.696 12.985
C 4.086 -6.307 16.997
C 3.190 -5.036 17.189
C 2.855 -4.664 18.661
C 2.125 -5.654 19.571
C 5.773 -5.404 14.592
C 6.210 -5.602 13.049
C 6.552 -4.276 12.331
C 5.193 -3.618 11.941
H 3.951 -10.912 11.567
H 5.197 -12.152 11.887
H 5.538 -10.497 11.405
H 6.049 -10.690 13.886
H 4.386 -10.961 14.056
H 3.398 -9.103 13.659
H 4.906 -8.423 12.895
H 5.890 -8.782 15.330
H 4.345 -8.988 15.790
H 3.201 -6.804 13.253
H 2.905 -5.391 14.254
H 1.762 -7.072 16.025
H 1.768 -8.241 14.827
H 0.430 -5.342 14.453
H -0.363 -6.731 15.188
H 0.776 -6.127 12.462
H -0.988 -6.322 12.749
H 0.168 -7.740 12.714
H 4.932 -6.192 17.675
H 3.602 -7.235 17.299
H 2.257 -5.016 16.627
H 3.766 -4.159 16.891
H 2.278 -3.739 18.679
H 3.731 -4.216 19.131
H 1.884 -5.140 20.502
H 2.902 -6.287 20.000
H 1.328 -6.208 19.075
H 6.629 -5.472 15.263
H 5.345 -4.409 14.715
H 5.412 -6.147 12.546
H 7.084 -6.253 13.062
H 6.895 -4.521 11.325
H 7.277 -3.618 12.810
H 4.406 -4.351 11.767
H 5.359 -2.856 11.179
H 4.776 -3.055 12.775
C 12.687 -3.529 14.861
C 12.305 -4.735 15.647
C 11.736 -4.481 17.095
C 10.323 -3.860 17.057
P 9.789 -3.481 18.666
C 10.984 -2.318 19.433
C 11.795 -1.332 18.477
C 13.165 -0.973 18.970
C 13.904 -0.481 17.777
C 8.233 -2.525 18.494
C 7.118 -3.207 17.631
C 6.743 -2.218 16.439
C 7.757 -2.111 15.250
C 9.617 -4.950 19.733
C 9.621 -4.483 21.238
C 9.143 -5.675 22.098
C 9.610 -5.511 23.528
H 13.378 -3.709 14.038
H 13.013 -2.674 15.453
H 11.797 -3.255 14.295
H 13.127 -5.417 15.861
H 11.597 -5.419 15.180
H 12.430 -3.905 17.706
H 11.614 -5.488 17.494
H 9.635 -4.611 16.667
H 10.258 -2.999 16.391
H 11.760 -2.941 19.878
H 10.546 -1.755 20.257
H 11.322 -0.363 18.312
H 11.962 -1.849 17.532
H 13.699 -1.870 19.284
H 13.105 -0.335 19.851
H 14.867 0.000 17.948
H 13.420 0.412 17.381
H 14.006 -1.208 16.971
H 8.619 -1.571 18.136
H 7.793 -2.340 19.474
H 6.182 -3.339 18.174
H 7.381 -4.186 17.229
H 6.393 -1.272 16.851
H 5.750 -2.488 16.082
H 7.956 -3.082 14.798
H 8.742 -1.710 15.493
H 7.308 -1.389 14.568
H 10.489 -5.563 19.505
H 8.784 -5.578 19.418
H 8.853 -3.748 21.479
H 10.624 -4.131 21.479
H 9.612 -6.623 21.833
H 8.102 -5.771 21.789
H 9.436 -6.383 24.157
H 8.967 -4.786 24.028
H 10.632 -5.182 23.715
O 5.282 -11.243 17.386
C 5.399 -12.463 17.919
O 4.690 -12.707 18.923
O 6.193 -13.223 17.348
H 5.675 -11.467 16.539
*
```

=====

Number 1: DFT total energy -57671.47418 eV. Number 2: DFT total energy -18844.47300 eV. Number 3: DFT total energy -16552.74693 eV. Number 4: DFT total energy -7130.53330 eV. Number 5: DFT total energy -33662.36419 eV. Number 6: DFT total energy -17096.58102 eV. Number 7: DFT total energy -85696.69092 eV. Number 8: DFT total energy -42124.83683 eV. Number 9: DFT total energy -115755.91219 eV.